1.
{
  "formula": "C24H29N5O4",
  "method": "the ωB97M-V functional and the def2-TZVPD basis",
  "total_charge": 0,
  "smiles": "CCN(CC)CCNC(=O)CNC(=O)c1nn(-c2ccc(OC)cc2)c(=O)c2ccccc12",
  "homo_lumo_gap_ev": 8.000,
  "e_homo_ha": -0.30361,
  "relative_energy_kcal_mol": 51.27,
  "symbols": ["C", "C", "N", "C", "C", "C", "C", "N", "C", "O", "C", "N", "C", "O", "C", "N", "N", "C", "C", "C", "C", "O", "C", "C", "C", "C", "O", "C", "C", "C", "C", "C", "C", "H", "H", "H", "H", "H", "H", "H", "H", "H", "H", "H", "H", "H", "H", "H", "H", "H", "H", "H", "H", "H", "H", "H", "H", "H", "H", "H", "H", "H"],
  "positions_angstrom": [[0.19, 2.56, -3.37], [-1.32, 2.51, -3.14], [-1.68, 1.44, -2.22], [-1.38, 1.71, -0.83], [-2.25, 2.75, -0.13], [-3.01, 0.90, -2.44], [-3.03, -0.07, -3.63], [-1.96, -1.04, -3.51], [-2.12, -2.20, -2.86], [-3.19, -2.65, -2.50], [-0.79, -2.92, -2.61], [0.00, -2.19, -1.64], [0.76, -1.14, -1.97], [0.96, -0.80, -3.13], [1.32, -0.41, -0.79], [0.75, -0.70, 0.34], [1.07, -0.08, 1.47], [0.32, -0.51, 2.59], [0.89, -0.56, 3.86], [0.14, -1.00, 4.94], [-1.18, -1.40, 4.77], [-1.99, -1.84, 5.76], [-1.49, -1.89, 7.08], [-1.74, -1.36, 3.49], [-1.00, -0.92, 2.42], [1.97, 0.99, 1.55], [2.14, 1.60, 2.59], [2.66, 1.28, 0.29], [3.63, 2.28, 0.29], [4.31, 2.58, -0.88], [4.02, 1.87, -2.04], [3.06, 0.89, -2.06], [2.35, 0.59, -0.89], [0.56, 1.56, -3.60], [0.72, 2.94, -2.50], [0.41, 3.22, -4.21], [-1.68, 3.49, -2.79], [-1.81, 2.30, -4.09], [-1.45, 0.76, -0.30], [-0.33, 2.03, -0.78], [-3.30, 2.44, -0.13], [-2.18, 3.72, -0.61], [-1.92, 2.86, 0.90], [-3.29, 0.33, -1.55], [-3.77, 1.68, -2.60], [-3.97, -0.61, -3.64], [-2.90, 0.46, -4.58], [-1.02, -0.69, -3.66], [-0.98, -3.93, -2.24], [-0.22, -2.97, -3.54], [-0.20, -2.32, -0.65], [1.91, -0.26, 4.01], [0.61, -1.02, 5.91], [-2.32, -2.25, 7.69], [-0.65, -2.58, 7.16], [-1.19, -0.90, 7.43], [-2.76, -1.67, 3.37], [-1.44, -0.88, 1.43], [3.84, 2.80, 1.21], [5.06, 3.35, -0.88], [4.56, 2.10, -2.95], [2.84, 0.35, -2.96]],
  "lowdin_charge": [-0.07, -0.24, -0.19, -0.25, -0.07, -0.18, -0.15, 0.08, -0.48, 0.06, -0.07, 0.09, -0.42, 0.03, -0.12, 0.15, 0.02, -0.18, 0.00, -0.01, -0.28, -0.08, -0.09, 0.01, -0.01, -0.35, 0.08, -0.06, 0.00, -0.06, -0.05, -0.01, -0.09, 0.05, 0.06, 0.07, 0.11, 0.11, 0.09, 0.10, 0.07, 0.06, 0.07, 0.12, 0.12, 0.12, 0.11, 0.11, 0.13, 0.13, 0.13, 0.12, 0.11, 0.09, 0.10, 0.10, 0.12, 0.10, 0.12, 0.11, 0.11, 0.11]
}

=====

2.
{
  "formula": "C2H10NO2S",
  "method": "the ωB97M-V functional and the def2-TZVPD basis",
  "total_charge": -1,
  "homo_lumo_gap_ev": 6.318,
  "e_homo_ha": -0.10160,
  "relative_energy_kcal_mol": 13.34,
  "symbols": ["C", "C", "S", "N", "H", "H", "H", "H", "H", "H", "H", "H", "O", "H", "H", "O"],
  "positions_angstrom": [[0.53, 0.83, 0.30], [-0.60, 0.55, 1.26], [-1.79, -0.72, 0.68], [0.12, 1.04, -1.10], [1.25, 0.01, 0.33], [1.12, 1.71, 0.57], [-1.09, 1.48, 1.61], [-0.23, 0.17, 2.22], [-0.86, 1.30, -1.09], [0.15, 0.16, -1.59], [2.55, 0.33, -3.59], [3.29, 1.36, -2.70], [3.08, 1.13, -3.61], [-2.20, -3.11, 1.48], [-2.55, -2.87, 3.00], [-2.79, -3.35, 2.21]],
  "lowdin_charge": [-0.42, -0.76, 0.21, -0.05, 0.08, 0.08, 0.04, 0.02, 0.03, 0.03, 0.02, 0.03, -0.07, -0.07, 0.00, -0.15]
}

=====

3.
{
  "formula": "C23H43BN2O10S",
  "method": "the ωB97M-V functional and the def2-TZVPD basis",
  "total_charge": 0,
  "smiles": "COCCCCCCC[C@]1(CCCOC(C)=O)OS(=O)(=O)O[C@@H]1OB(O)O.CCCC#N.CCCC#N",
  "homo_lumo_gap_ev": 9.576,
  "e_homo_ha": -0.35374,
  "symbols": ["C", "O", "C", "C", "C", "C", "C", "C", "C", "C", "C", "C", "C", "O", "C", "C", "O", "O", "S", "O", "O", "O", "C", "O", "B", "O", "O", "H", "H", "H", "H", "H", "H", "H", "H", "H", "H", "H", "H", "H", "H", "H", "H", "H", "H", "H", "H", "H", "H", "H", "H", "H", "H", "H", "H", "H", "C", "C", "C", "C", "N", "H", "H", "H", "H", "H", "H", "H", "C", "C", "C", "C", "N", "H", "H", "H", "H", "H", "H", "H"],
  "positions_angstrom": [[2.29, -4.83, 1.29], [1.65, -5.92, 1.98], [0.23, -5.70, 2.13], [-0.16, -4.43, 3.02], [-0.36, -3.06, 2.21], [0.57, -1.94, 2.93], [1.18, -0.87, 1.92], [0.21, 0.35, 1.57], [-0.98, 0.00, 0.56], [-0.52, -0.28, -0.95], [-1.90, -0.73, -1.65], [-2.39, -2.20, -1.25], [-2.98, -3.05, -2.49], [-2.89, -4.46, -2.15], [-1.75, -5.06, -2.76], [-0.32, -5.06, -2.01], [-1.80, -5.63, -3.86], [0.40, -1.39, -1.21], [0.82, -1.36, -2.83], [2.24, -1.61, -3.21], [-0.05, -2.16, -3.76], [0.55, 0.31, -3.02], [0.20, 0.93, -1.75], [1.45, 1.40, -1.22], [2.34, 1.88, -2.24], [3.62, 1.20, -2.36], [2.09, 2.96, -3.15], [2.59, -4.05, 2.09], [1.60, -4.30, 0.55], [3.24, -5.12, 0.73], [-0.35, -5.65, 1.15], [-0.18, -6.63, 2.68], [-1.18, -4.68, 3.51], [0.58, -4.38, 3.88], [-1.45, -2.73, 2.30], [-0.13, -3.15, 1.09], [1.47, -2.47, 3.42], [-0.08, -1.49, 3.76], [2.09, -0.41, 2.45], [1.60, -1.42, 1.01], [-0.27, 0.68, 2.56], [0.84, 1.23, 1.22], [-1.65, 0.93, 0.51], [-1.64, -0.83, 0.99], [-2.70, -0.01, -1.25], [-1.89, -0.55, -2.78], [-3.27, -2.09, -0.51], [-1.62, -2.85, -0.72], [-4.09, -2.75, -2.58], [-2.51, -2.78, -3.49], [-0.56, -5.28, -0.91], [0.35, -5.91, -2.38], [0.18, -4.04, -2.05], [-0.52, 1.82, -1.76], [3.79, 1.09, -3.31], [2.19, 2.56, -4.04], [1.37, 4.05, 5.22], [-0.10, 3.71, 5.01], [-0.57, 2.53, 5.86], [0.07, 1.27, 5.48], [0.58, 0.28, 5.19], [2.02, 3.23, 4.91], [1.64, 4.93, 4.63], [1.57, 4.27, 6.27], [-0.28, 3.50, 3.95], [-0.70, 4.59, 5.26], [-1.66, 2.42, 5.75], [-0.39, 2.74, 6.92], [0.27, 5.74, -3.00], [0.40, 6.44, -4.35], [-0.68, 7.48, -4.60], [-2.02, 6.88, -4.72], [-3.06, 6.41, -4.81], [-0.66, 5.17, -2.94], [1.09, 5.04, -2.85], [0.28, 6.46, -2.18], [0.40, 5.69, -5.15], [1.38, 6.93, -4.39], [-0.45, 8.02, -5.53], [-0.68, 8.23, -3.80]],
  "lowdin_charge": [-0.10, -0.21, -0.23, -0.17, -0.20, -0.21, -0.20, -0.18, -0.09, -0.33, -0.12, -0.13, -0.17, -0.07, -0.40, 0.02, 0.08, -0.19, 0.81, -0.25, -0.26, -0.16, -0.22, 0.10, -0.61, 0.12, 0.11, 0.10, 0.08, 0.10, 0.10, 0.13, 0.12, 0.12, 0.10, 0.08, 0.10, 0.08, 0.11, 0.10, 0.10, 0.11, 0.14, 0.12, 0.13, 0.13, 0.12, 0.10, 0.14, 0.12, 0.06, 0.11, 0.06, 0.20, 0.10, 0.12, -0.11, -0.27, -0.19, -0.20, 0.18, 0.07, 0.07, 0.08, 0.11, 0.11, 0.12, 0.12, -0.11, -0.26, -0.20, -0.24, 0.14, 0.07, 0.05, 0.08, 0.11, 0.11, 0.12, 0.12]
}

=====

4.
{
  "formula": "C36H44AsN4O9P2STi",
  "method": "the ωB97M-V functional and the def2-TZVPD basis",
  "s2": 0.752,
  "multiplicity": 2,
  "total_charge": 0,
  "homo_lumo_gap_ev": [7.690, 8.473],
  "e_homo_ha": [-0.26271, -0.29150],
  "relative_energy_kcal_mol": 27.22,
  "symbols": ["Ti", "O", "As", "O", "O", "C", "C", "C", "C", "C", "C", "S", "O", "O", "O", "H", "H", "H", "H", "H", "C", "P", "C", "C", "C", "C", "C", "C", "C", "P", "C", "C", "H", "H", "H", "H", "H", "H", "H", "H", "H", "H", "H", "H", "H", "H", "H", "H", "C", "N", "C", "C", "O", "N", "C", "C", "H", "H", "H", "H", "H", "H", "H", "H", "H", "H", "H", "H", "O", "C", "N", "C", "C", "O", "N", "C", "C", "C", "C", "C", "C", "C", "C", "C", "C", "C", "C", "H", "H", "H", "H", "H", "H", "H", "H", "H", "H", "H"],
  "positions_angstrom": [[1.20, 0.52, -0.40], [4.27, 2.04, 2.07], [3.60, 1.06, 0.77], [2.03, 0.68, 1.31], [3.34, 2.09, -0.50], [4.98, -0.26, 0.78], [5.67, -0.47, 1.97], [6.69, -1.40, 2.01], [7.01, -2.12, 0.87], [6.30, -1.93, -0.31], [5.27, -1.00, -0.36], [2.89, -1.46, -1.47], [4.55, -0.86, -1.52], [2.68, -1.58, -0.02], [2.26, -0.13, -1.85], [3.92, 2.93, 1.93], [5.42, 0.11, 2.85], [7.23, -1.57, 2.94], [7.80, -2.86, 0.90], [6.52, -2.50, -1.20], [1.00, 4.16, -1.43], [1.04, 2.53, -2.26], [2.45, 2.79, -3.39], [-0.39, 2.63, -3.43], [-0.86, 3.86, -3.90], [-1.93, 3.93, -4.77], [-2.55, 2.77, -5.20], [-2.10, 1.54, -4.75], [-1.03, 1.45, -3.86], [-0.43, -0.14, -3.14], [-1.76, -1.32, -3.60], [0.78, -0.63, -4.45], [1.09, 4.98, -2.14], [1.86, 4.17, -0.76], [0.09, 4.26, -0.85], [2.31, 3.69, -3.98], [2.58, 1.94, -4.05], [3.35, 2.87, -2.77], [-0.39, 4.78, -3.57], [-2.29, 4.90, -5.12], [-3.39, 2.82, -5.89], [-2.60, 0.64, -5.09], [-1.88, -1.42, -4.68], [-2.72, -1.02, -3.16], [-1.48, -2.29, -3.19], [0.34, -0.50, -5.43], [1.03, -1.68, -4.29], [1.70, -0.05, -4.36], [0.38, 3.36, 2.30], [-0.95, 2.79, 2.10], [-1.60, 2.39, 3.35], [-1.19, 2.12, 0.94], [-0.27, 1.86, 0.13], [-2.46, 1.82, 0.61], [-2.73, 0.88, -0.47], [-3.63, 2.53, 1.12], [0.28, 4.25, 2.92], [0.82, 3.63, 1.35], [1.04, 2.64, 2.79], [-0.84, 1.98, 4.02], [-2.32, 1.60, 3.17], [-2.08, 3.24, 3.84], [-1.82, 0.34, -0.72], [-3.09, 1.40, -1.36], [-3.49, 0.16, -0.14], [-3.33, 3.48, 1.55], [-4.18, 1.95, 1.86], [-4.30, 2.72, 0.28], [0.48, -2.56, -1.63], [-0.07, -2.25, -0.58], [-0.79, -3.15, 0.16], [-1.21, -2.57, 1.42], [-0.66, -1.14, 1.25], [-0.79, -0.28, 2.10], [-0.10, -0.98, 0.01], [-2.74, -2.44, 1.53], [-3.58, -2.93, 0.54], [-4.96, -2.78, 0.65], [-5.51, -2.14, 1.74], [-4.67, -1.64, 2.74], [-3.30, -1.80, 2.64], [-0.62, -3.33, 2.61], [0.31, -2.76, 3.46], [0.84, -3.51, 4.51], [0.45, -4.82, 4.70], [-0.49, -5.39, 3.85], [-1.03, -4.64, 2.81], [-0.63, -4.13, 0.04], [-3.15, -3.41, -0.33], [-5.60, -3.17, -0.13], [-6.58, -2.03, 1.83], [-5.09, -1.14, 3.60], [-2.64, -1.42, 3.41], [0.64, -1.74, 3.31], [1.57, -3.06, 5.17], [0.86, -5.40, 5.52], [-0.81, -6.41, 4.00], [-1.78, -5.08, 2.16]],
  "lowdin_charge": [0.82, -0.23, 0.96, -0.47, -0.45, -0.20, -0.07, -0.08, -0.07, 0.00, -0.36, 0.92, -0.24, -0.43, -0.63, 0.05, 0.10, 0.10, 0.11, 0.12, -0.25, 0.91, -0.23, -0.35, -0.09, -0.09, -0.08, -0.09, -0.37, 0.92, -0.26, -0.24, 0.04, 0.04, 0.04, 0.05, 0.03, 0.04, 0.09, 0.10, 0.10, 0.09, 0.04, 0.04, 0.03, 0.05, 0.05, 0.02, -0.03, -0.11, -0.05, -0.47, -0.15, -0.10, -0.02, -0.04, 0.10, 0.07, 0.09, 0.10, 0.07, 0.09, 0.04, 0.10, 0.10, 0.09, 0.09, 0.09, -0.03, -0.55, 0.17, -0.26, -0.41, 0.08, 0.03, -0.15, -0.03, -0.08, -0.10, -0.08, -0.02, -0.13, 0.00, -0.07, -0.09, -0.08, -0.03, 0.16, 0.11, 0.10, 0.10, 0.10, 0.12, 0.11, 0.10, 0.10, 0.10, 0.12]
}